Entry 1:
The following is a quantum chemistry calculation of a molecular structure, C15H40F4FeN2O13S4, from the OMol25 dataset.

Geometry as ORCA input:
```
! RIJCOSX wB97M-V def2-TZVPD def2/J DEFGRID3
* xyz 0 5
H -2.807 -0.065 -4.454
H -3.078 -4.812 0.388
H 0.111 3.481 2.102
H -1.899 2.411 5.993
H -1.188 -3.448 1.936
C 5.628 -1.065 -0.734
C -2.900 3.724 0.443
Fe 0.343 1.958 -1.698
O -0.116 -2.331 -0.995
C 5.176 0.336 -1.101
H 1.264 3.105 6.210
F 1.245 0.056 -5.207
H -3.520 -1.004 -0.532
C 4.522 1.081 0.060
H -1.561 2.237 1.074
O 1.802 -2.221 -4.685
H -3.315 -2.023 1.484
C -3.354 -3.104 1.611
H 6.342 -1.097 0.097
H -1.406 4.187 2.613
O 2.165 -1.304 -6.913
H -2.351 -1.606 -2.810
C -3.298 -3.757 0.211
H -3.455 3.916 1.356
H -2.550 -3.302 -0.434
H -2.150 -2.965 3.377
H -1.982 -0.314 -0.903
H -0.338 0.756 6.359
H -4.731 -2.259 -2.543
S 0.566 -0.228 0.784
O 4.298 0.302 -2.221
H -3.464 0.671 -1.195
S 4.694 -1.403 -5.474
H -3.352 3.015 -0.251
C -2.149 -3.533 2.446
O 0.795 2.400 6.663
H -4.605 -1.410 -4.084
C 0.091 1.571 5.773
C -1.125 2.351 5.229
H 0.570 0.102 4.340
N 3.509 -0.288 -4.950
H -0.687 4.259 -0.817
H -2.906 4.691 -0.076
C -1.462 3.252 0.687
H 1.989 0.807 5.073
O 4.478 -2.817 -5.312
H 3.764 -0.495 -2.077
H -4.482 -4.474 2.436
O -0.764 3.320 -0.581
O -0.651 -0.550 1.472
O -4.515 -3.521 2.310
H -4.304 -3.686 -0.206
H 4.851 -1.749 -0.377
C -0.748 4.060 1.756
H 3.974 1.965 -0.290
O 2.090 -1.446 -1.729
O -2.734 0.256 -3.551
H 6.094 0.852 -1.391
C -4.494 -1.297 -3.003
H -5.266 -0.600 -2.671
H 5.207 1.437 0.831
O 1.769 -0.870 1.194
H 3.756 0.464 0.538
F 0.829 1.275 1.360
H 6.147 -1.524 -1.575
N 0.412 0.281 -0.720
F 0.129 -0.891 -2.856
H -0.403 5.045 1.435
O 5.423 -0.959 -6.628
S 0.707 -1.237 -1.425
C -3.079 -0.800 -2.662
C 1.011 1.051 4.660
H -1.563 1.925 4.320
H -2.252 -4.588 2.718
C -3.023 -0.329 -1.223
H -0.858 3.375 4.948
F 5.689 -1.153 -4.245
H 1.121 1.703 3.796
S 2.318 -1.153 -5.484
*
```

The largest force on an atom comes out at 0.1466 hartree/bohr. The highest occupied orbital energy (spin up / spin down) comes out at -0.3153 / -0.3153 Ha. Its total energy is -4938.81940 Eh.

Entry 2:
The following is a quantum chemistry calculation of 6 unconnected molecules or ions with the total composition C15H40F6O15PS5, from the OMol25 dataset.

Geometry as ORCA input:
```
! RIJCOSX wB97M-V def2-TZVPD def2/J DEFGRID3
* xyz 0 2
H -4.339 -4.454 8.106
H 1.136 -4.477 -2.466
H -2.921 -5.501 8.357
C -1.125 0.621 -2.726
H -2.414 0.281 -7.881
H -1.351 3.284 2.948
H -0.874 -0.301 -3.251
P -0.950 -0.851 0.987
H 3.589 5.482 -2.182
O 2.770 0.710 -1.991
S -2.256 5.312 0.272
O -3.277 1.251 -4.167
F -1.814 -1.471 -0.235
F -0.409 -2.369 1.399
H -1.382 -4.135 2.512
F 0.250 -0.529 -0.103
C -1.047 0.567 -6.152
H 6.353 -3.255 -1.155
O -1.455 -4.559 6.214
H 1.321 -2.886 0.127
H 2.750 3.394 -3.469
H -1.600 1.811 -7.894
S -1.973 1.781 -3.848
H 1.662 0.965 0.577
O -1.758 3.080 -3.227
C -1.005 3.895 2.115
C 5.365 -3.025 -0.756
H 2.380 5.788 -3.438
O -0.993 5.129 -0.533
H 0.787 3.842 3.266
O 0.612 -4.611 4.761
H 0.868 -5.436 -1.075
O 2.919 -4.104 -0.099
O -1.932 4.991 1.877
H 0.358 5.379 2.993
H -3.218 3.566 -1.218
O -2.973 6.578 0.244
C -2.054 1.077 -7.229
H -1.806 0.180 -1.998
C -3.352 3.919 -0.195
H -4.350 4.312 -0.002
F 0.069 -0.114 2.153
H -0.110 0.287 -6.634
O 3.622 3.137 -1.625
C 0.381 4.436 2.448
H -1.348 -0.385 -5.715
H -0.191 0.976 -2.291
C 1.802 -3.433 -0.684
H -0.935 3.258 1.233
H 2.155 -2.568 -1.245
C -3.420 -4.831 7.657
F -2.250 -1.103 2.013
H 1.830 5.596 -1.878
C -1.776 -4.317 3.512
H -3.227 -3.331 6.242
C 2.599 5.205 -2.544
H 5.336 -2.787 0.308
H 1.191 4.286 1.735
H -2.532 -3.552 3.685
O 4.587 1.240 -0.261
H -2.205 -3.142 7.671
H 4.878 -2.271 -1.374
H -3.965 -5.388 6.895
C 0.855 -4.400 -1.416
O 4.890 -5.725 -0.222
S -0.581 -3.869 4.918
S 4.311 -4.549 -0.968
O -1.000 1.694 -5.246
C 2.537 3.620 -2.424
H 2.731 2.344 1.100
H 1.570 3.260 -2.070
H -0.159 -4.006 -1.478
H 1.331 2.636 -0.024
C -2.515 -3.838 6.892
H -2.830 1.620 -6.690
H -2.158 -5.331 3.635
F -1.555 0.565 0.341
H -3.197 3.147 0.558
O 3.930 -4.669 -2.376
O -0.626 -2.452 5.327
S 3.389 1.590 -0.940
C 2.091 1.933 0.319
*
```

The largest force on an atom comes out at 0.1168 hartree/bohr. The highest occupied orbital energy (spin up / spin down) comes out at -0.3799 / -0.3799 Ha. Its total energy is -4655.41991 Eh.

Entry 3:
The following is a quantum chemistry calculation of a molecular structure, C15H40O5, from the OMol25 dataset.

Geometry as ORCA input:
```
! RIJCOSX wB97M-V def2-TZVPD def2/J DEFGRID3
* xyz 0 1
H 1.751 -2.132 4.384
H -1.749 0.416 -4.622
H 1.558 0.922 -0.146
H -0.351 0.680 -2.151
H -0.785 2.183 -5.220
H 0.254 2.303 -3.768
H -1.268 -2.801 3.465
C -2.056 -2.450 2.798
C -1.456 -1.396 1.889
H -0.789 0.567 3.384
O -0.542 0.169 4.222
H 0.037 -2.381 4.600
H 0.219 -0.164 -5.608
H -1.481 1.524 -1.105
C 0.167 0.324 -4.635
H -0.463 3.738 0.391
H 1.214 -1.162 -3.279
H 2.293 -0.168 0.091
H -0.916 -2.245 0.047
C 0.140 -1.979 0.013
O 0.871 1.525 0.145
C 1.280 -0.142 -3.658
O -1.091 -0.106 -4.157
H 1.535 0.435 4.401
H 1.234 4.086 0.127
H -0.438 0.240 0.434
C -0.604 1.657 -1.739
C 1.883 -0.323 -0.908
H 0.045 4.493 -1.142
O -1.073 -0.263 2.642
C 0.838 -1.656 4.741
C 0.524 2.357 -0.967
H -2.387 -3.350 2.281
H 2.549 -1.135 -1.196
C 0.776 -0.231 3.989
H -2.902 -2.165 3.424
H 1.399 0.464 -2.760
C 1.029 -0.256 2.517
H 1.982 0.503 -1.612
C 0.317 3.773 -0.371
H 2.133 -0.167 -4.336
H -0.536 -1.801 1.468
O -0.427 0.205 -0.525
C -2.519 -0.980 0.906
H 0.681 0.639 2.002
C 0.143 1.852 -4.754
H 0.426 -1.746 1.039
H 0.921 2.263 -5.397
H -2.677 -1.823 0.233
H 0.617 -2.907 -0.303
H 1.454 2.370 -1.535
H -2.268 -0.046 0.403
H -1.223 -0.362 3.585
H 2.119 -0.255 2.510
C 0.423 -0.817 -0.931
H -3.470 -0.960 1.438
H -0.915 2.328 -2.540
H 0.761 -1.490 5.816
H 0.227 -1.079 -1.971
H 0.583 -1.075 1.952
*
```

The largest force on an atom comes out at 0.3730 hartree/bohr. The highest occupied orbital energy comes out at -0.3071 Ha. Its energy relative to the best compared isomer or geometry (same formula, charge and spin) is 18.832 eV. Its total energy is -971.02370 Eh.

Entry 4:
The following is a quantum chemistry calculation of 13 unconnected molecules or ions with the total composition C15H41Br4N11O22, from the OMol25 dataset.

Geometry as ORCA input:
```
! RIJCOSX wB97M-V def2-TZVPD def2/J DEFGRID3
* xyz 0 1
H 2.159 -2.152 1.579
C 4.968 0.080 -1.235
C -4.260 -0.251 1.983
O -3.270 -0.844 -0.745
H -0.230 2.719 3.198
O 0.729 0.714 -6.197
O 1.313 -4.121 0.128
H -4.638 -2.883 -0.860
O 1.188 -0.260 2.906
H -0.192 -0.996 5.672
H 4.462 -0.845 -0.970
H -0.804 5.711 3.481
C 0.862 4.461 -1.721
C -2.592 -3.549 3.017
H 2.939 -3.604 2.291
H 2.182 2.195 2.911
O 1.494 2.225 -1.647
H -5.194 -1.932 -2.307
O -5.411 1.707 1.681
H -3.509 -3.046 3.316
N -1.882 -3.742 -3.093
O -2.965 -4.120 -2.689
H 0.320 4.255 -2.639
H 0.819 3.905 2.408
C 1.182 -0.154 -4.090
H 0.185 4.499 -0.869
N -5.351 0.531 1.398
H -3.298 -0.033 1.527
H -1.663 4.423 4.202
O 1.076 0.792 4.781
N 2.488 -3.862 0.286
C -0.187 3.717 2.766
C -0.003 -1.233 4.633
N 0.422 -0.124 -5.368
H -2.845 -4.599 2.893
C -0.383 0.547 0.151
O 1.861 -0.088 0.188
C -2.854 1.199 -4.469
H -0.733 1.160 -0.676
N 1.806 3.375 -1.387
C -0.680 4.685 3.818
H -0.936 -1.212 4.068
C 6.404 0.216 -0.795
N 3.946 3.227 2.635
O -2.910 -3.556 0.746
O -6.156 -0.028 0.685
H -0.453 -4.595 -1.887
C -0.808 -3.586 -2.082
C -4.398 -2.518 -1.851
O -0.459 -0.943 -5.534
H 1.344 -1.223 -3.986
O -1.895 2.104 -2.516
N -3.279 -1.561 -1.728
H -1.192 -0.137 0.389
H -3.021 1.508 -5.496
O 0.599 -0.906 -1.336
N -1.946 2.091 -3.738
H -0.047 -2.859 -2.330
O 3.520 4.197 3.225
C 2.884 -2.948 1.429
O -1.346 -2.313 1.436
H 4.379 0.867 -0.765
O -1.616 -3.616 -4.265
O 4.941 3.168 1.928
H -1.323 -3.296 -1.167
H 2.135 0.342 -4.245
H 3.386 1.340 1.923
N 0.793 -0.205 -0.366
H 6.752 1.208 -1.075
H 3.620 1.474 3.730
O 3.402 -4.305 -0.375
Br 4.955 0.294 -3.168
Br 0.534 4.762 5.380
H -4.091 -3.312 -2.524
H 7.076 -0.485 -1.284
O -2.462 -1.519 -2.616
H 0.510 -2.153 4.374
H -4.450 -1.318 1.930
H 0.007 1.061 1.021
C 3.225 1.921 2.824
O -1.260 2.864 -4.406
O 2.763 3.645 -0.705
H -3.840 1.210 -4.006
H 0.681 0.385 -3.295
H -4.155 0.034 3.030
N 0.800 -0.119 4.042
H -2.492 0.172 -4.459
H -1.795 -3.340 3.719
Br -1.393 3.724 1.194
H 1.460 5.363 -1.805
N -2.212 -3.137 1.640
Br 6.541 0.004 1.171
H 3.769 -2.458 1.037
*
```

The largest force on an atom comes out at 0.0690 hartree/bohr. The highest occupied orbital energy comes out at -0.3741 Ha. Its total energy is -13148.69537 Eh.

Entry 5:
The following is a quantum chemistry calculation of 3 unconnected molecules or ions with the total composition C15H41F5N9O2P2, from the OMol25 dataset.

Geometry as ORCA input:
```
! RIJCOSX wB97M-V def2-TZVPD def2/J DEFGRID3
* xyz 1 1
F -2.829 0.242 -7.009
C -0.477 0.783 2.759
H 2.547 0.877 -3.270
H -7.013 -1.714 -6.131
N 2.717 -0.082 -1.372
H -4.053 -3.546 -6.088
N -6.124 -1.214 -6.000
N 0.399 1.502 3.681
H 2.095 -3.602 1.108
H 4.326 1.260 -0.980
F -2.204 -2.584 -7.349
H -0.216 -0.276 2.701
P 0.714 0.711 5.157
O -0.159 -0.869 0.121
C 3.006 0.553 6.585
N -4.031 -2.540 -5.809
O 1.673 -0.331 4.549
C 3.272 1.118 -0.724
H -2.244 0.728 5.675
H -5.026 -2.557 -8.607
H 2.682 -0.881 -3.348
N 1.903 1.424 6.166
C -1.585 1.095 6.470
C -2.652 -2.105 -6.089
F -0.973 -0.341 -5.898
H 1.960 1.877 2.310
P 1.165 -0.525 -0.593
H 2.767 -2.622 -2.202
H -4.782 -0.792 -8.368
H 0.677 3.123 2.387
N 1.847 -2.078 -0.358
H 1.872 3.026 3.639
N 0.431 -0.252 -2.109
H 3.759 0.455 5.793
H -1.105 -1.521 -2.794
C -0.067 -1.249 -3.029
H -0.447 1.180 1.743
N -0.450 1.846 5.912
H 4.082 0.065 -2.952
N -4.929 -1.739 -7.985
C -5.022 -1.848 -6.640
F -1.847 -2.772 -5.115
H 3.506 0.939 7.480
H -1.518 0.858 3.100
H 0.519 -2.161 -3.022
H 2.642 -0.444 6.843
H -0.176 3.743 4.977
H 2.923 3.033 7.054
H -0.925 1.192 -1.347
H 3.138 2.921 5.311
H 1.340 -3.590 -1.756
H -2.170 1.707 7.162
H 1.297 -2.157 1.689
C 2.410 2.783 6.117
C 1.387 -2.817 0.823
H 2.712 2.016 -1.010
C -2.383 -0.532 -5.910
C 1.271 2.413 2.975
H 0.413 -3.290 0.642
H 3.220 1.016 0.365
H 0.392 1.838 -2.343
H -5.937 -0.996 -5.012
H -1.684 2.930 4.551
H -0.969 1.020 -3.101
C 3.002 -0.004 -2.797
H -1.222 0.231 7.038
C -0.308 1.001 -2.232
H 1.628 3.534 6.029
H -1.462 3.665 6.141
H -0.014 -0.890 -4.058
F -2.836 -0.023 -4.687
C -0.957 3.094 5.358
C 2.213 -3.051 -1.371
H 2.890 -3.804 -0.950
*
```

The largest force on an atom comes out at 0.1393 hartree/bohr. The highest occupied orbital energy comes out at -0.3269 Ha. Its total energy is -2420.88380 Eh.

Entry 6:
The following is a quantum chemistry calculation of a molecular structure, C15H42FN3O3Zn, from the OMol25 dataset.

Geometry as ORCA input:
```
! RIJCOSX wB97M-V def2-TZVPD def2/J DEFGRID3
* xyz 4 1
H -1.795 -2.909 -2.665
H 4.566 -3.476 -2.601
Zn -4.679 -3.035 4.544
H -2.348 3.684 2.968
C -1.711 4.452 6.868
H 4.564 -0.409 -0.883
C 5.623 -2.832 -0.420
H 7.199 -1.536 -3.255
H -2.964 6.115 4.717
H -2.533 -0.883 -3.669
H -2.323 3.555 6.781
H -1.596 6.456 2.700
H 7.885 -2.066 -1.619
C 5.550 -0.461 -1.345
H -2.343 5.180 7.377
C -5.423 -2.176 -4.816
H -1.012 -5.068 -3.295
C -2.583 5.094 4.694
H -1.335 7.071 6.213
C -2.458 4.742 3.204
H -0.781 4.174 7.365
O -1.480 5.519 2.527
H -3.155 -1.846 -6.310
C 4.153 -3.070 0.112
C 7.135 -2.207 -2.398
H -0.253 6.904 4.769
H -4.357 -2.893 -2.343
H -2.487 -4.423 -1.845
C -3.052 -2.704 -5.646
H -3.362 5.043 2.676
H 0.676 3.762 5.804
O 3.582 -1.947 0.687
H 5.565 0.117 -2.269
H -5.307 -1.581 -5.722
C -3.840 -3.343 -3.190
H 7.274 -3.253 -2.673
C -3.612 -0.987 -3.785
H -5.716 -3.202 -5.038
H 3.433 -3.573 -0.533
H 5.027 -2.077 -3.777
H 0.141 6.455 6.489
H 6.163 -3.776 -0.491
N -3.905 -2.317 -4.387
H 6.239 -0.082 -0.591
O -1.733 -4.567 -3.683
H -3.372 4.546 5.208
C -0.605 6.448 5.695
C 4.764 -2.418 -2.776
H 0.176 4.510 4.113
H -4.072 -0.813 -2.812
H -4.411 -4.218 -3.500
C -2.458 -3.772 -2.719
H -6.043 -1.648 -4.093
F -2.204 -1.997 2.564
C -0.068 3.997 5.043
H 4.254 -3.619 1.048
N 5.769 -1.982 -1.724
H 6.163 -2.235 0.314
H -2.008 -2.640 -5.339
H 2.634 -2.085 0.749
N -1.229 5.013 5.515
H 3.826 -1.932 -2.509
H -3.314 -3.648 -6.125
H -0.550 3.110 4.633
H -3.884 -0.242 -4.531
*
```

The largest force on an atom comes out at 0.0708 hartree/bohr. The highest occupied orbital energy comes out at -0.6762 Ha. Its total energy is -2864.15062 Eh.